Record 1
{"formula": "C39H57IrN9P2S", "method": "wB97M-V/def2-TZVPD", "elements": ["Ir", "C", "N", "C", "C", "N", "C", "P", "C", "N", "C", "C", "N", "C", "C", "N", "C", "C", "N", "C", "H", "H", "H", "H", "H", "H", "H", "H", "H", "H", "H", "H", "H", "H", "H", "C", "N", "C", "C", "N", "C", "S", "C", "C", "C", "C", "C", "N", "H", "H", "H", "H", "H", "H", "H", "H", "H", "C", "C", "C", "C", "C", "C", "P", "C", "C", "C", "C", "C", "C", "C", "C", "C", "C", "C", "C", "H", "H", "H", "H", "H", "H", "H", "H", "H", "H", "H", "H", "H", "H", "H", "H", "H", "H", "H", "H", "H", "H", "H", "H", "H", "H", "H", "H", "H", "H", "H", "H", "H"], "coordinates": [[0.946313, -0.808009, 0.369612], [5.577268, 0.392504, -2.538357], [4.148048, 0.163122, -2.300928], [3.176272, 0.302463, -3.244044], [1.994745, 0.052531, -2.618883], [2.224529, -0.246969, -1.300295], [3.550264, -0.166015, -1.136105], [4.495134, -0.364889, 0.395878], [3.398524, 0.672428, 1.401166], [2.063288, 0.593650, 1.422265], [1.631987, 1.530842, 2.325532], [2.712660, 2.173561, 2.844777], [3.813391, 1.628124, 2.252944], [5.200054, 2.002533, 2.548721], [3.774697, -1.954304, 0.886784], [2.475670, -2.234196, 0.840472], [2.335749, -3.524568, 1.273793], [3.566821, -4.025853, 1.569773], [4.465330, -3.027646, 1.321395], [5.909330, -3.121960, 1.554424], [5.759954, 0.313693, -3.605856], [5.861609, 1.385670, -2.197313], [6.168957, -0.360495, -2.025772], [3.394855, 0.573111, -4.262884], [1.012027, 0.110771, -3.040268], [0.596260, 1.686066, 2.550118], [2.784193, 2.963427, 3.572597], [5.199579, 2.999112, 2.979872], [5.635489, 1.303255, 3.259230], [5.784071, 2.015573, 1.632711], [1.385401, -4.022311, 1.354517], [3.869920, -4.991557, 1.936197], [6.206138, -4.162363, 1.460847], [6.442884, -2.536101, 0.811219], [6.152926, -2.765134, 2.552871], [-2.085951, -2.135013, 4.506702], [-2.141590, -2.657920, 3.141952], [-3.125808, -3.487357, 2.630697], [-2.790126, -3.780976, 1.366052], [-1.570432, -3.136814, 1.099533], [-1.228006, -2.410219, 2.196206], [0.096502, -1.380243, 2.450965], [-0.816725, -3.400969, -0.076089], [-1.016288, -4.646576, -0.655829], [-0.445427, -4.940218, -1.877426], [0.315224, -3.960607, -2.491799], [0.519443, -2.777789, -1.820044], [-0.004384, -2.472474, -0.612977], [-2.987486, -2.443825, 5.027071], [-2.030397, -1.049967, 4.481635], [-1.214442, -2.535375, 5.021169], [-3.976041, -3.791507, 3.216159], [-3.312820, -4.360258, 0.628617], [-1.607345, -5.388812, -0.141833], [-0.593029, -5.910964, -2.331275], [0.769752, -4.111857, -3.460272], [1.146255, -2.026411, -2.253007], [-3.731425, -0.251936, -3.674762], [-2.421261, 0.435673, -4.086689], [-1.322721, 0.272508, -3.019573], [-1.953080, 0.344837, -1.628426], [-2.872141, -0.881067, -1.410488], [-3.436212, -1.415537, -2.736705], [-0.921624, 0.741192, -0.135793], [-2.261368, 0.796549, 1.198127], [-3.681887, 1.349006, 0.816632], [-4.088225, 2.611842, 1.579153], [-4.130002, 2.367922, 3.087184], [-2.996825, 1.420589, 3.505370], [-1.832342, 1.465892, 2.510669], [-0.359370, 2.494255, -0.289074], [0.908540, 2.712284, -1.130482], [1.087620, 4.203847, -1.401832], [-0.013702, 4.724306, -2.339180], [-1.326244, 3.946917, -2.154049], [-1.478671, 3.479979, -0.709779], [-4.274983, -0.584352, -4.557549], [-4.390562, 0.454018, -3.160925], [-2.594436, 1.496647, -4.275472], [-2.054949, 0.011369, -5.023149], [-0.574924, 1.050106, -3.168075], [-0.839535, -0.698550, -3.157984], [-2.581780, 1.239765, -1.658223], [-3.705026, -0.607176, -0.765745], [-2.336498, -1.671732, -0.892880], [-4.339194, -1.992622, -2.534313], [-2.729707, -2.103166, -3.213327], [-2.384232, -0.267220, 1.423655], [-4.407769, 0.568325, 1.060829], [-3.801738, 1.528179, -0.247111], [-5.066569, 2.931909, 1.219917], [-3.405879, 3.433062, 1.354822], [-5.093316, 1.944143, 3.373124], [-4.041468, 3.316495, 3.616948], [-3.374615, 0.393361, 3.545624], [-2.640960, 1.661715, 4.507840], [-0.980165, 0.950700, 2.949593], [-1.548837, 2.508049, 2.337467], [-0.093172, 2.738115, 0.744556], [0.838807, 2.189062, -2.084455], [1.778523, 2.303674, -0.609012], [2.071432, 4.394560, -1.831796], [1.062704, 4.740260, -0.448472], [0.313911, 4.644685, -3.377035], [-0.179401, 5.785334, -2.151760], [-1.353455, 3.086608, -2.827980], [-2.178710, 4.567899, -2.428855], [-2.470835, 3.068155, -0.534967], [-1.406963, 4.355617, -0.058796]], "forces_ev_per_angstrom": [[-0.21, 0.09, -0.26], [0.00, -0.01, 0.01], [-0.01, 0.02, 0.01], [-0.02, 0.00, 0.00], [-0.05, 0.02, -0.03], [-0.02, -0.01, 0.01], [0.06, 0.01, -0.08], [-0.01, 0.00, 0.10], [-0.07, -0.13, -0.04], [-0.10, 0.15, 0.04], [0.02, -0.03, 0.01], [0.03, 0.02, -0.01], [0.03, 0.02, -0.01], [0.00, 0.01, 0.01], [0.04, -0.02, -0.08], [0.03, 0.10, 0.06], [-0.07, -0.08, -0.05], [0.03, 0.04, 0.01], [-0.01, -0.03, 0.00], [0.00, 0.00, 0.00], [0.00, 0.00, 0.00], [0.00, 0.00, 0.00], [0.00, 0.00, 0.00], [0.00, 0.00, 0.00], [0.01, -0.15, 0.03], [0.03, 0.00, -0.02], [0.00, 0.00, 0.00], [0.00, 0.00, 0.00], [0.00, 0.00, 0.00], [0.00, 0.00, 0.00], [0.00, 0.05, 0.00], [0.01, 0.00, -0.01], [0.00, 0.00, -0.01], [0.00, 0.00, 0.00], [0.00, 0.00, 0.00], [0.00, -0.02, 0.00], [-0.14, 0.07, -0.07], [0.08, -0.07, -0.04], [-0.01, -0.04, 0.09], [-0.06, 0.22, -0.07], [0.16, -0.13, 0.15], [0.02, -0.12, 0.06], [-0.10, 0.08, 0.10], [-0.01, -0.04, -0.03], [0.03, 0.01, -0.03], [-0.06, -0.02, 0.05], [0.00, -0.08, 0.06], [0.15, 0.02, -0.05], [0.00, 0.01, -0.01], [0.01, 0.03, 0.00], [0.00, -0.02, -0.01], [-0.01, 0.02, -0.01], [0.00, 0.02, -0.02], [0.00, 0.01, 0.01], [-0.01, 0.01, -0.01], [0.01, 0.01, 0.00], [0.15, 0.07, -0.05], [0.00, -0.01, 0.01], [0.04, -0.04, -0.02], [-0.03, 0.00, -0.03], [-0.02, 0.10, 0.10], [-0.01, 0.03, -0.03], [-0.03, 0.01, 0.02], [0.10, -0.08, 0.09], [0.05, 0.03, -0.09], [0.02, -0.09, 0.00], [0.00, 0.00, -0.01], [0.01, 0.00, 0.00], [0.01, 0.04, 0.01], [0.02, -0.04, 0.11], [0.04, -0.07, 0.07], [0.02, 0.02, 0.03], [0.00, 0.01, 0.00], [-0.01, -0.02, 0.00], [0.03, 0.00, 0.00], [-0.04, 0.07, 0.03], [0.00, -0.01, 0.00], [0.00, 0.01, -0.01], [0.00, 0.01, 0.02], [-0.01, 0.02, -0.01], [-0.05, 0.04, 0.01], [0.07, -0.03, 0.06], [-0.06, -0.02, -0.03], [-0.02, 0.05, 0.03], [0.07, -0.07, 0.04], [0.01, -0.01, -0.01], [0.01, 0.01, 0.00], [-0.04, -0.04, -0.02], [0.01, 0.00, -0.01], [0.01, -0.04, -0.06], [0.00, 0.01, 0.00], [0.03, -0.01, -0.02], [0.01, -0.01, 0.01], [-0.01, 0.01, -0.01], [0.00, -0.02, -0.01], [-0.01, 0.00, 0.00], [-0.10, -0.03, -0.05], [0.01, 0.02, 0.03], [0.02, -0.02, -0.03], [-0.01, 0.04, -0.02], [-0.04, 0.00, -0.01], [0.00, 0.01, 0.00], [0.00, 0.00, 0.01], [0.00, 0.00, 0.00], [0.00, 0.00, 0.01], [-0.01, -0.04, 0.00], [0.01, 0.01, -0.01], [0.07, 0.03, -0.06], [-0.04, 0.00, 0.00]], "gap_ev": 8.217, "energy_ev": -87013.317, "total_charge": 3, "relative_energy_kj_mol": 0.0, "e_lumo_ev": -7.6600}

---

Record 2
{"formula": "C39H58Cl2NO18P3S", "method": "wB97M-V/def2-TZVPD", "elements": ["C", "C", "C", "C", "C", "C", "C", "C", "C", "P", "O", "O", "C", "O", "C", "C", "C", "O", "C", "C", "Cl", "C", "C", "Cl", "C", "O", "C", "C", "O", "N", "O", "C", "C", "C", "O", "C", "O", "C", "S", "C", "C", "O", "H", "H", "H", "H", "H", "H", "H", "H", "H", "H", "H", "H", "H", "H", "H", "H", "H", "H", "H", "H", "H", "H", "H", "H", "H", "H", "H", "H", "C", "C", "O", "P", "O", "O", "C", "C", "O", "C", "C", "H", "H", "H", "H", "H", "H", "H", "H", "H", "H", "H", "H", "H", "H", "H", "C", "C", "O", "P", "O", "O", "C", "C", "O", "C", "C", "H", "H", "H", "H", "H", "H", "H", "H", "H", "H", "H", "H", "H", "H", "H"], "coordinates": [[0.526236, -7.483022, -1.688181], [1.263356, -6.749319, -0.409324], [0.886876, -5.139272, -0.263433], [-0.629416, -4.915451, 0.337654], [-0.708250, -5.161293, 1.989941], [-1.249087, -3.415578, 0.083227], [-2.779868, -3.181082, -0.499459], [-3.438397, -1.658733, -0.715282], [-2.583421, -0.281170, -0.389652], [-3.380782, 1.451196, -0.676663], [-4.991799, 1.383847, 0.039548], [-2.551478, 2.695911, 0.232367], [-1.053935, -0.492930, 0.190645], [-0.255632, 0.706573, 0.526302], [0.267626, 1.249259, -0.736857], [1.667507, 2.113308, -0.544306], [1.745495, 2.962722, 0.856351], [1.709136, 3.102985, -1.671456], [-0.405392, -2.013458, 0.429434], [1.129279, -2.021354, 1.069925], [2.673710, -2.072063, 0.047058], [1.202438, -1.956416, 2.582911], [2.696027, -1.922821, 3.289776], [-0.264503, -1.891005, 3.713432], [-5.016326, -1.559456, -1.261756], [-5.439910, -0.678236, -2.174257], [-6.033431, -2.705866, -0.590965], [-7.560905, -2.382941, -0.088363], [-8.148717, -1.042584, -0.239340], [-9.142130, -1.116622, -1.165120], [-9.407928, 0.010116, -1.587373], [-8.390691, -3.651267, 0.598628], [-9.933652, -3.428287, 1.193462], [-11.020007, -3.704537, -0.002739], [-12.065311, -2.878757, -0.105491], [-7.740530, -5.169837, 0.763975], [-8.479008, -6.300680, 1.360960], [-6.194671, -5.498254, 0.255093], [-5.372018, -7.197671, 0.454837], [-5.374588, -4.233329, -0.416161], [-3.792829, -4.444937, -0.917863], [-3.407868, -5.512056, -1.624175], [-0.534297, -7.825158, -1.331268], [1.129095, -8.438278, -2.009619], [0.410788, -6.758844, -2.620782], [2.453459, -6.788631, -0.489756], [0.947448, -7.325880, 0.585977], [1.104572, -4.515856, -1.231958], [1.630151, -4.723680, 0.572600], [-1.293571, -5.792492, -0.120752], [0.365227, -5.274453, 2.443415], [-1.365729, -4.325484, 2.515626], [-1.277394, -6.183204, 2.202811], [-4.847925, 0.977371, 0.961822], [-2.903224, 2.566875, 1.182528], [-0.513625, 1.949500, -1.301570], [0.515802, 0.331589, -1.452873], [2.614778, 1.410676, -0.693675], [2.306345, 3.983553, 0.616695], [2.446278, 2.366510, 1.590699], [0.712234, 3.178878, 1.363878], [1.098296, 3.864677, -1.445138], [3.297458, -0.998960, 2.840094], [2.629188, -1.847757, 4.462226], [3.297688, -2.909152, 3.045363], [-10.012800, -4.193373, 2.105467], [-10.033526, -2.338704, 1.671480], [-10.844533, -4.643374, -0.688183], [-9.385325, -6.422267, 0.945108], [-6.305889, -8.221819, 0.232134], [1.623393, 2.199360, 6.589581], [2.464064, 1.963323, 5.351065], [3.589382, 2.821718, 5.318006], [4.847087, 2.538537, 6.360444], [5.295108, 1.225099, 5.673866], [5.968925, 3.504221, 5.591275], [7.161386, 2.938404, 5.065708], [6.966806, 2.491590, 3.623198], [4.346488, 4.006114, 7.127595], [3.952939, 3.961046, 8.487988], [4.758046, 3.000151, 9.340654], [2.154069, 1.855951, 7.483672], [0.676951, 1.655655, 6.531546], [1.409423, 3.265973, 6.720978], [2.776487, 0.919182, 5.284222], [1.862764, 2.188552, 4.464229], [7.503412, 2.113967, 5.700626], [7.939099, 3.707886, 5.103555], [6.031575, 1.951884, 3.470789], [7.793462, 1.849497, 3.304322], [6.930013, 3.362323, 2.961331], [2.888537, 3.725422, 8.546358], [4.071288, 4.974043, 8.887616], [4.659250, 1.970009, 8.985458], [4.410725, 3.031621, 10.378452], [5.821233, 3.257025, 9.316386], [3.652409, 6.563686, -7.236326], [3.442535, 5.748643, -5.976159], [2.246689, 4.993660, -6.041204], [2.184389, 3.671309, -7.039300], [3.174679, 2.826056, -6.201382], [0.809399, 2.989164, -6.386025], [0.861343, 1.698793, -5.793930], [1.187307, 1.789464, -4.309387], [1.077884, 4.615755, -7.975551], [1.406282, 4.909025, -9.322298], [2.112076, 3.783898, -10.053392], [3.884169, 5.908077, -8.082145], [4.482930, 7.264273, -7.117389], [2.749186, 7.128431, -7.493155], [4.297481, 5.096620, -5.785793], [3.346227, 6.429094, -5.123822], [1.578292, 1.064419, -6.326240], [-0.122453, 1.235499, -5.919927], [1.999861, 2.485085, -4.097173], [1.460762, 0.806249, -3.914626], [0.317590, 2.155126, -3.754877], [2.004138, 5.821897, -9.355614], [0.466076, 5.132045, -9.838192], [3.066258, 3.534657, -9.579543], [2.317799, 4.074591, -11.088681], [1.498604, 2.878037, -10.056449]], "forces_ev_per_angstrom": [[0.07, 0.12, 0.37], [0.12, 0.44, -0.11], [0.57, 0.00, 1.48], [-0.42, -0.24, 0.43], [-0.56, -0.69, -0.07], [-1.67, 3.50, -1.15], [1.01, 2.15, 0.45], [2.47, -0.30, 1.07], [1.59, -4.60, 1.86], [-0.90, 1.26, -0.66], [3.58, -1.15, 1.66], [-2.32, -2.97, 1.59], [-1.54, -2.25, -0.29], [-1.51, -2.93, -1.97], [1.07, 0.12, -1.84], [-0.59, 0.84, 0.07], [1.00, -0.30, -0.05], [-0.79, -0.48, 1.78], [-1.62, 0.74, -1.23], [-2.60, 0.10, 4.72], [-2.42, 0.20, 1.54], [1.99, -0.23, -4.10], [-0.36, 0.05, -0.11], [2.11, -0.06, -1.98], [-1.49, 2.61, -3.10], [2.76, -5.58, 5.99], [-1.28, -1.80, 1.24], [2.32, -4.54, 0.35], [2.29, -2.83, 1.06], [-1.86, 4.21, -2.76], [0.94, -4.33, 1.91], [1.97, -0.50, -0.46], [1.48, -0.17, -0.08], [-4.18, 4.22, 1.13], [6.33, -5.31, 0.25], [1.63, 2.06, -1.62], [0.55, 2.64, -1.92], [-2.24, 3.64, -0.79], [-0.86, 1.40, -0.21], [-2.34, 0.19, 1.07], [1.29, -3.01, -2.39], [-2.33, 6.61, 4.62], [1.92, 0.66, -0.90], [-1.20, 1.89, 0.61], [0.30, -1.53, 2.05], [-2.66, -0.06, 0.07], [0.75, 1.35, -2.10], [-0.64, -1.41, 1.71], [-1.54, -0.76, -1.86], [1.07, 2.52, 0.63], [-2.07, 0.53, -0.76], [1.73, -1.69, -1.10], [1.25, 2.11, -0.53], [-0.73, 0.75, -1.74], [1.14, 0.62, -1.77], [1.52, -1.46, 1.44], [-0.54, 2.01, 1.41], [-2.14, 1.63, 0.35], [-1.27, -2.21, 0.51], [-1.57, 1.23, -1.21], [1.94, -0.53, -1.13], [0.97, -1.44, -0.20], [-1.36, -2.03, 1.07], [-0.05, 0.01, -2.48], [-1.37, 2.00, 0.31], [-0.12, 1.46, -2.17], [0.06, -2.43, -1.45], [-0.44, 1.82, 1.06], [1.67, 0.60, 0.52], [0.20, 1.67, 0.12], [-0.10, 0.05, 0.18], [-0.35, 0.10, -0.26], [-0.49, -0.56, 0.48], [0.54, 3.77, -9.00], [-0.63, -0.34, 4.57], [-0.06, -0.19, 1.68], [0.23, -0.39, -0.33], [0.07, 0.16, -0.24], [1.01, -2.83, 2.31], [-0.30, 0.51, 0.63], [0.17, 0.22, 0.02], [-0.05, -0.06, 0.05], [0.09, 0.00, 0.02], [0.02, -0.17, -0.12], [0.04, -0.07, -0.02], [0.20, 0.02, 0.02], [-0.11, 0.06, -0.21], [-0.23, 0.07, 0.09], [0.07, -0.09, 0.24], [-0.06, 0.09, 0.02], [0.07, -0.07, 0.07], [-0.06, -0.06, 0.06], [0.02, -0.05, -0.16], [-0.12, -0.15, -0.04], [0.08, -0.06, -0.15], [-0.10, 0.01, 0.04], [0.00, 0.10, -0.19], [0.00, 0.32, 0.25], [0.76, 0.29, -0.43], [-4.69, 1.11, 8.55], [1.04, 0.29, -4.53], [0.40, -0.04, -1.68], [0.22, -0.45, 0.43], [-0.19, 0.07, -0.01], [2.51, -1.99, -1.99], [-0.31, 0.41, -0.65], [-0.25, -0.09, -0.05], [0.08, 0.02, -0.04], [-0.03, -0.08, -0.03], [0.14, -0.07, 0.13], [0.03, -0.05, 0.03], [-0.10, -0.19, -0.03], [-0.04, 0.13, 0.18], [0.01, 0.24, -0.12], [-0.01, -0.16, -0.18], [-0.04, 0.04, -0.02], [0.10, -0.08, -0.08], [0.09, 0.04, -0.06], [0.02, -0.03, 0.16], [0.17, 0.06, 0.05], [0.01, -0.09, 0.15], [0.02, 0.09, -0.04]], "smiles": "CCC[C@@H](C)c1c2c(c(P(O)O)c(OC[C@H](C)O)c1/C(Cl)=C(/C)Cl)C(=O)c1c(ON=O)c(CC=O)c(O)c(S)c1C2=O.CCOP(=O)(OCC)OCC.CCOP(=O)(OCC)OCC", "gap_ev": 6.790, "energy_ev": -143442.643, "total_charge": 0, "e_lumo_ev": -1.8604}

---

Across the entries above, largest force on an atom takes the values 0.3; 9.8 eV/A, respectively.